(1)
The following is a DFT calculation (wB97M-V/def2-TZVPD) of a 2-piece molecular cluster, C2H6O2 overall.

The total energy comes out at -229.9066 Ha. The molar mass is 62.1 g mol⁻¹. The calculation puts the energy above the lowest of the compared OMol25 structures with the same formula, charge and spin at 16.1 kcal per mole. The value obtained for the LUMO energy (spin up / spin down) is -5.27 / -8.64 eV. The expectation value of S² is 0.76. For the highest occupied orbital energy (spin up / spin down), the calculation gives -0.5739 / -0.5738 hartree. For the orbital gap (spin up / spin down), the calculation gives 10.344 / 6.970 eV.

Geometry as ORCA input:
```
! wB97M-V def2-TZVPD RIJCOSX def2/J DEFGRID3
* xyz 1 2
H -2.05547 -0.08203 -1.79611
H 0.74601 -1.47881 0.13116
H 0.71348 1.79137 1.78995
O 0.75329 0.83856 2.00958
C -0.01472 -0.12554 -0.99274
O 0.98065 -0.81308 -0.55322
H 1.67243 0.79752 2.35196
H -1.81050 -1.22659 -0.46680
C -1.31178 -0.55653 -1.16924
H 0.32660 0.85514 -1.30455
*
```

(2)
The following is a DFT calculation (wB97M-V/def2-TZVPD) of one molecule with the formula C7H8O.

The total energy comes out at -346.6272 Ha. The molar mass is 108.1 g mol⁻¹. The calculation puts the energy above the lowest of the compared OMol25 structures with the same formula, charge and spin at 93.1 kcal per mole. The value obtained for the LUMO energy (spin up / spin down) is 0.25 / 0.17 eV. For the highest occupied orbital energy (spin up / spin down), the calculation gives -0.2770 / -0.2539 hartree. For the orbital gap (spin up / spin down), the calculation gives 7.788 / 7.074 eV.

Geometry as ORCA input:
```
! wB97M-V def2-TZVPD RIJCOSX def2/J DEFGRID3
* xyz 0 1
O -1.83509 2.08316 0.49239
H -0.87490 -1.52265 -0.83206
C -0.48982 -0.45622 -0.84699
C -1.18132 -0.08273 1.57494
C 0.84957 -0.37255 -1.60189
C 1.80808 -0.03848 -0.51507
C 1.22941 0.14309 0.68402
H -2.14820 -0.63496 1.56023
H -0.79516 -0.22850 2.53869
H 0.89442 -1.35266 -2.20173
H 1.63038 0.36727 1.60819
C -1.61372 1.43158 1.46411
H 2.76557 0.24758 -0.79323
H -1.08425 0.25860 -1.36252
C -0.16463 -0.21335 0.53193
H 1.00967 0.37083 -2.30102
*
```

(3)
The following is a DFT calculation (wB97M-V/def2-TZVPD) of one molecule with the formula C5H8N2.

The total energy comes out at -304.7227 Ha. As for the SMILES: C[C@H]1CN=C=CN1. The molar mass is 96.1 g mol⁻¹. The calculation puts the energy above the lowest of the compared OMol25 structures with the same formula, charge and spin at 70.8 kcal per mole. The value obtained for the LUMO energy is 0.37 eV. For the highest occupied orbital energy, the calculation gives -0.3162 hartree. For the orbital gap, the calculation gives 8.971 eV.

Geometry as ORCA input:
```
! wB97M-V def2-TZVPD RIJCOSX def2/J DEFGRID3
* xyz 0 1
H -0.86028 -0.90982 1.42708
H -2.28813 -0.04387 0.82852
H -0.12586 1.27169 1.42991
H 0.67430 -0.46706 -2.00515
C 1.61321 -0.98250 -0.24043
C 1.97676 0.23096 0.15566
H 1.95345 -1.96442 0.05628
H -0.27707 2.33458 0.01279
H -1.12441 0.56136 -1.24630
N 0.44628 -0.77241 -1.06413
C -1.41766 -0.63723 0.52292
C -0.51784 0.15177 -0.43075
C 0.12549 1.38038 0.36673
N 1.58737 1.40468 0.13985
H -1.76561 -1.55809 0.04701
*
```

> The highest molar mass belongs to which entry?

C7H8O

> Which formula does entry 1 have?

C2H6O2